This record from the OMol25 dataset describes a structure of composition Cl2H6LiO3. The level of theory is ωB97M-V with the def2-TZVPD basis set.

Structure (XYZ):
```
12
Properties=species:S:1:pos:R:3:forces:R:3:lowdin_charge:R:1
H -11.682 -8.657 19.691 -0.11 0.07 0.16 -0.125
O -12.441 -8.118 20.029 0.10 -0.10 -0.20 -0.146
Cl -10.003 -9.964 19.043 -0.29 0.16 0.03 -0.426
Cl -10.877 -10.973 15.082 -0.24 0.14 0.18 -0.645
H -12.478 -8.091 15.694 0.19 -0.33 0.05 0.041
O -13.175 -10.780 18.235 -0.40 -0.22 -0.03 -0.131
Li -11.489 -10.204 17.225 0.25 0.01 -0.27 0.398
H -13.921 -10.204 18.434 0.24 0.17 -0.07 0.045
O -12.548 -8.361 16.617 -0.10 0.26 0.15 -0.122
H -12.577 -8.447 20.921 0.09 -0.02 -0.03 0.013
H -13.260 -11.525 18.837 0.25 0.07 -0.03 0.052
H -12.356 -7.569 17.135 0.02 -0.20 0.06 0.046
```
Positions in Å, forces in eV/Å.

Gap between HOMO and LUMO   0.276 Ha
Net charge   -1
E_HOMO   -4.756 eV
LUMO energy   0.101 hartree

This record from the OMol25 dataset describes a structure of composition Cl2H8MgO4. The level of theory is ωB97M-V with the def2-TZVPD basis set.

Structure (XYZ):
```
15
Properties=species:S:1:pos:R:3:forces:R:3:lowdin_charge:R:1
O 5.748 -15.902 21.825 -0.36 0.44 0.58 -0.093
H 5.468 -14.395 18.547 0.06 -0.17 0.03 0.102
O 5.411 -17.287 17.968 -0.27 -0.16 -1.26 -0.099
Cl 4.942 -18.937 20.930 0.09 0.69 -0.14 -0.264
H 3.034 -16.008 20.625 0.19 -0.24 0.11 0.093
O 3.604 -16.320 19.913 -1.03 0.60 -0.43 -0.091
H 6.148 -17.811 17.612 0.05 0.14 0.47 0.081
H 5.608 -16.489 22.586 0.13 -0.23 -0.42 0.084
H 6.134 -14.174 19.912 0.30 -0.20 -0.13 0.097
O 5.806 -14.861 19.320 -0.09 1.94 -0.33 -0.079
H 4.898 -16.999 17.204 0.03 -0.11 0.12 0.090
H 5.398 -15.042 22.090 0.09 -0.15 0.07 0.080
Cl 7.969 -17.063 19.660 -0.08 0.06 -0.12 -0.155
H 3.004 -16.553 19.194 0.11 -0.26 0.18 0.090
Mg 5.630 -16.715 19.881 0.78 -2.36 1.28 0.063
```
Positions in Å, forces in eV/Å.

Gap between HOMO and LUMO   0.262 Ha
Net charge   0
E_HOMO   -8.042 eV
LUMO energy   -0.033 hartree

This record from the OMol25 dataset describes the molecule Cl2HPS2. The level of theory is ωB97M-V with the def2-TZVPD basis set.

Structure (XYZ):
```
6
Properties=species:S:1:pos:R:3:forces:R:3:lowdin_charge:R:1
H 0.590 0.896 2.243 -0.04 0.07 -0.63 -0.202
Cl 0.431 -1.551 3.536 -0.02 0.01 -0.54 0.209
S 0.392 0.605 0.924 -0.25 -1.88 1.26 0.341
S -0.645 -2.900 0.611 0.89 1.23 0.75 0.153
Cl 2.614 -1.803 1.129 -1.77 -0.10 0.43 0.086
P 0.475 -1.586 1.497 1.18 0.67 -1.27 -0.587
```
Positions in Å, forces in eV/Å.

Gap between HOMO and LUMO   0.324 Ha
Net charge   0
Structure (SMILES)   S=P(S)(Cl)Cl
E_HOMO   -9.964 eV
LUMO energy   -0.042 hartree

This record from the OMol25 dataset describes a structure of composition Cl2Hf2I7. The level of theory is ωB97M-V with the def2-TZVPD basis set.

Structure (XYZ):
```
11
Properties=species:S:1:pos:R:3:forces:R:3:lowdin_charge:R:1
Hf -1.223 -0.529 1.880 -0.60 0.24 7.12 -0.462
I -1.001 -0.515 -0.603 -0.68 -0.59 -3.84 0.448
Hf 0.923 0.613 -2.186 3.70 -4.78 0.96 -0.239
I 2.383 -1.813 -3.207 -0.40 0.56 0.61 -0.161
I -0.999 -3.082 3.226 0.04 0.44 -0.70 -0.119
I 3.467 1.060 -0.742 -0.62 -0.57 0.05 -0.126
Cl 1.223 2.692 -2.476 -0.04 5.49 -0.57 0.007
I -2.008 2.095 2.801 0.27 -0.43 -0.56 -0.117
I 1.092 0.048 3.389 -0.20 -0.09 -0.72 -0.070
Cl 0.092 0.435 -4.261 -1.50 -0.18 -1.89 -0.094
I -3.950 -1.004 2.177 0.02 -0.11 -0.46 -0.066
```
Positions in Å, forces in eV/Å.

Gap between HOMO and LUMO   0.240 Ha
Net charge   -1
E_HOMO   -5.793 eV
LUMO energy   0.027 hartree

This record from the OMol25 dataset describes a cluster of 2 separate species, Cl2IPS in total. The level of theory is ωB97M-V with the def2-TZVPD basis set.

Structure (XYZ):
```
5
Properties=species:S:1:pos:R:3:forces:R:3:lowdin_charge:R:1
Cl -0.378 0.028 -1.788 0.11 -0.22 -0.83 0.158
I 3.481 -0.241 0.122 -0.04 -0.01 0.01 0.054
Cl -1.713 1.730 0.395 0.06 -0.43 0.25 0.126
S -0.921 -1.610 1.074 0.10 1.20 -0.56 0.119
P -0.470 0.093 0.196 -0.22 -0.54 1.13 -0.458
```
Positions in Å, forces in eV/Å.

Gap between HOMO and LUMO (alpha / beta)   0.344 / 0.240 Ha
<S²>   2.01
Net charge   0
E_HOMO (alpha / beta)   -9.142 / -10.019 eV
2S+1   3
LUMO energy (alpha / beta)   0.008 / -0.128 hartree

This record from the OMol25 dataset describes a structure of composition Cl2N2O14Tl3. The level of theory is ωB97M-V with the def2-TZVPD basis set.

Structure (XYZ):
```
21
Properties=species:S:1:pos:R:3:forces:R:3:lowdin_charge:R:1
O -0.862 -1.266 -3.335 1.06 -0.23 -1.48 -0.129
N -1.228 1.445 -0.356 0.79 -0.43 0.40 -0.506
O -0.177 2.077 -0.546 -0.84 -0.66 -0.26 0.041
O -2.809 -1.759 1.794 -0.47 0.57 0.03 0.200
O 2.565 0.621 0.549 0.62 -1.25 1.08 -0.173
N -3.032 -0.971 2.705 1.17 -0.81 0.42 -0.495
Cl 0.486 -1.287 -3.918 0.21 0.90 0.12 0.794
Tl 2.514 3.352 -1.309 0.41 0.78 -0.36 1.154
O -1.396 0.311 -0.851 0.00 1.27 0.55 0.017
Tl -1.120 -2.665 -0.528 -0.22 -0.82 -0.01 1.212
O 4.417 -0.560 1.308 0.55 -0.10 -0.09 0.083
O -2.042 1.935 0.427 0.08 -0.58 -0.48 0.078
O -3.547 -1.378 3.711 -0.52 0.20 0.07 0.482
O 2.353 -0.699 2.522 0.20 0.13 -0.32 -0.021
O 1.194 -2.419 -3.469 0.11 -1.55 0.44 -0.010
Cl 3.259 0.103 1.775 -1.62 0.85 -1.02 0.771
O -2.574 0.169 2.672 -0.47 -0.17 -0.37 0.163
Tl -3.378 3.092 2.914 -0.58 0.86 0.47 1.193
O 1.032 -0.108 -3.257 -0.19 0.23 -0.94 -0.022
O 0.753 -1.257 -5.334 -1.05 0.61 0.97 0.111
O 3.592 1.265 2.524 0.75 0.19 0.77 0.058
```
Positions in Å, forces in eV/Å.

Gap between HOMO and LUMO   0.098 Ha
Net charge   +5
E_HOMO   -25.735 eV
LUMO energy   -0.848 hartree

This record from the OMol25 dataset describes a structure of composition Cl2NO2S. The level of theory is ωB97M-V with the def2-TZVPD basis set.

Structure (XYZ):
```
6
Properties=species:S:1:pos:R:3:forces:R:3:lowdin_charge:R:1
S -0.064 -0.168 -0.194 0.56 -4.73 1.02 0.492
O -0.253 -1.335 0.712 -1.03 2.44 -0.40 -0.409
Cl 2.032 0.516 1.425 0.54 0.08 1.26 0.529
O -0.146 -0.458 -1.576 -1.69 0.29 -2.09 -0.385
Cl -2.971 1.094 -0.279 1.14 -0.28 0.22 -0.505
N 1.403 0.350 -0.089 0.48 2.21 -0.02 -0.721
```
Positions in Å, forces in eV/Å.

Gap between HOMO and LUMO (alpha / beta)   0.239 / 0.220 Ha
Net charge   -1
E_HOMO (alpha / beta)   -5.462 / -5.156 eV
LUMO energy (alpha / beta)   0.038 / 0.030 hartree

This record from the OMol25 dataset describes the molecule Cl2NO3P. The level of theory is ωB97M-V with the def2-TZVPD basis set.

Structure (XYZ):
```
7
Properties=species:S:1:pos:R:3:forces:R:3:lowdin_charge:R:1
O -1.245 1.119 -1.042 -0.72 2.21 -5.73 0.036
O 1.889 0.682 0.675 -5.89 -4.13 -2.19 -0.407
Cl 0.311 -1.913 1.090 -0.15 -0.33 0.35 0.450
Cl 0.977 -0.759 -1.822 -0.30 0.14 0.96 0.381
O -1.591 0.506 0.993 -2.99 -1.28 6.11 0.058
N -0.969 0.622 -0.010 3.74 -0.78 -0.14 -0.619
P 0.627 -0.258 0.116 6.31 4.16 0.64 0.101
```
Positions in Å, forces in eV/Å.

Gap between HOMO and LUMO (alpha / beta)   0.283 / 0.243 Ha
<S²>   2.02
Net charge   0
E_HOMO (alpha / beta)   -8.116 / -11.344 eV
2S+1   3
LUMO energy (alpha / beta)   -0.016 / -0.174 hartree

This record from the OMol25 dataset describes a structure of composition Cl2Na6O8. The level of theory is ωB97M-V with the def2-TZVPD basis set.

Structure (XYZ):
```
16
Properties=species:S:1:pos:R:3:forces:R:3:lowdin_charge:R:1
O -1.069 -2.363 0.618 1.16 -1.45 -0.56 -0.356
O -0.465 3.309 -3.335 -1.38 0.27 -0.40 -0.291
Cl 0.529 2.556 -2.687 1.67 2.79 -4.27 0.651
O -0.095 -0.241 0.406 -2.64 1.32 -0.96 -0.311
Na -2.138 -0.747 -1.692 0.08 1.00 -0.58 0.849
Na -0.255 2.580 0.628 0.11 0.60 -1.37 0.804
O 1.317 3.537 -1.928 -0.67 -2.14 2.01 -0.339
Na -1.885 -3.806 2.656 -0.48 -0.20 0.17 0.883
O -0.212 1.506 -1.949 0.22 -1.13 2.71 -0.472
O 1.407 1.946 -3.655 -0.54 -0.68 1.43 -0.299
Na -0.097 -0.059 4.848 -0.28 0.10 0.52 0.927
O 0.915 -1.446 1.854 0.85 -2.75 2.16 -0.318
Na 3.606 -0.318 1.822 0.61 0.02 -0.25 0.941
Cl -0.403 -1.281 1.337 0.00 1.93 -0.53 0.705
O -1.368 -1.038 2.404 1.02 0.73 0.32 -0.311
Na 0.213 -4.138 -1.328 0.27 -0.41 -0.42 0.938
```
Positions in Å, forces in eV/Å.

Gap between HOMO and LUMO   0.158 Ha
Net charge   +4
E_HOMO   -17.976 eV
LUMO energy   -0.503 hartree

This record from the OMol25 dataset describes the molecule Cl2O3S2. The level of theory is ωB97M-V with the def2-TZVPD basis set.

Structure (XYZ):
```
7
Properties=species:S:1:pos:R:3:forces:R:3:lowdin_charge:R:1
S -0.849 0.245 0.420 1.19 0.12 -0.81 0.225
S 1.290 0.310 -0.526 -0.93 -0.21 -0.45 0.551
O 1.984 -0.709 0.214 0.13 -0.18 -0.35 -0.534
Cl 0.720 -0.328 -2.530 0.22 0.23 1.51 0.154
O -1.345 -1.101 0.478 -0.05 1.14 0.02 -0.352
Cl -0.155 0.787 2.301 -0.28 -0.21 -0.39 0.342
O -1.491 1.398 -0.148 -0.27 -0.91 0.47 -0.386
```
Positions in Å, forces in eV/Å.

Gap between HOMO and LUMO   0.325 Ha
Net charge   0
E_HOMO   -10.631 eV
LUMO energy   -0.066 hartree

Q: Which DFT total energy values were calculated for the entries above? A: -1157.45671; -1426.40354; -2058.77094; -3100.75513; -1957.61968; -2596.81485; -1523.75785; -1542.01335; -2494.22271; -1942.42220, in a.u..